[1]
Formula: C40H43LaN18O4S6Sb
Source: the OMol25 dataset
Level of theory: the ωB97M-V functional and the def2-TZVPD basis

The spin multiplicity is 2. The energy above the lowest of the compared OMol25 structures with the same formula, charge and spin comes out at 0.000 eV. The calculation puts the LUMO energy (alpha / beta) at 3.54 / 2.88 eV. As for the gap between HOMO and LUMO (alpha / beta): 0.228 / 0.226 hartree. The total charge is -2. The HOMO energy (alpha / beta) comes out at -0.098 / -0.120 Ha.

Geometry (Å):
La (11.87, -19.60, -7.79)
N (9.64, -16.67, -8.12)
C (8.86, -17.78, -7.87)
N (7.54, -17.81, -7.98)
N (7.21, -19.03, -7.56)
N (8.31, -19.71, -7.29)
N (9.37, -18.94, -7.49)
C (10.71, -16.38, -7.26)
N (11.04, -15.13, -6.94)
N (12.01, -15.30, -6.01)
N (12.28, -16.55, -5.84)
N (11.44, -17.31, -6.58)
H (9.16, -15.88, -8.41)
S (17.49, -19.13, -10.46)
Sb (15.35, -19.90, -11.07)
S (14.14, -21.09, -9.30)
S (13.97, -18.37, -12.18)
C (14.84, -27.67, -6.74)
C (14.09, -26.36, -6.44)
C (13.06, -26.36, -5.51)
C (12.28, -25.25, -5.30)
C (12.45, -24.08, -6.04)
C (13.51, -24.03, -6.93)
C (14.34, -25.13, -7.08)
S (11.41, -22.66, -5.72)
O (10.48, -22.67, -6.86)
O (10.87, -22.80, -4.41)
N (12.21, -21.32, -5.91)
C (13.01, -20.73, -4.96)
C (13.48, -21.25, -3.76)
C (14.30, -20.46, -3.00)
C (14.70, -19.21, -3.43)
C (14.11, -18.73, -4.59)
N (13.28, -19.47, -5.33)
H (15.85, -27.68, -6.43)
H (14.80, -27.82, -7.83)
H (14.31, -28.50, -6.28)
H (12.80, -27.24, -4.95)
H (11.49, -25.29, -4.52)
H (13.72, -23.12, -7.49)
H (15.12, -25.07, -7.83)
H (13.13, -22.25, -3.44)
H (14.75, -20.85, -2.09)
H (15.39, -18.61, -2.90)
H (14.21, -17.70, -4.91)
O (11.37, -18.40, -10.00)
H (12.01, -18.31, -10.75)
H (11.13, -17.49, -9.68)
N (17.79, -20.20, -7.23)
C (18.06, -20.00, -5.92)
S (18.93, -18.68, -5.31)
N (17.63, -20.96, -5.05)
C (17.31, -22.32, -5.29)
C (16.54, -22.96, -4.32)
C (16.39, -24.33, -4.35)
C (17.03, -25.07, -5.32)
C (17.77, -24.47, -6.30)
C (17.87, -23.07, -6.31)
H (17.80, -19.40, -7.89)
H (17.01, -20.80, -7.52)
H (17.71, -20.73, -4.04)
H (16.02, -22.38, -3.52)
H (15.76, -24.79, -3.56)
H (16.90, -26.14, -5.33)
H (18.35, -25.05, -7.03)
H (18.43, -22.56, -7.07)
C (16.65, -15.60, -11.83)
C (15.47, -15.66, -10.89)
C (14.27, -15.02, -11.12)
C (13.21, -15.27, -10.21)
N (13.28, -16.11, -9.19)
C (14.45, -16.78, -9.03)
S (14.63, -18.09, -7.97)
N (15.53, -16.47, -9.81)
C (11.90, -14.59, -10.43)
H (16.36, -15.02, -12.72)
H (16.85, -16.58, -12.24)
H (17.55, -15.28, -11.32)
H (14.14, -14.46, -12.03)
H (16.35, -17.03, -9.74)
H (11.90, -13.73, -11.08)
H (11.38, -14.35, -9.48)
H (11.24, -15.31, -10.95)
C (5.61, -19.69, -2.25)
C (6.01, -20.56, -3.38)
C (5.20, -20.86, -4.48)
C (5.68, -21.44, -5.64)
C (6.98, -21.94, -5.62)
N (7.59, -22.54, -6.78)
C (6.90, -23.13, -7.78)
O (5.70, -23.38, -7.78)
N (7.66, -23.46, -8.95)
C (8.86, -22.95, -9.48)
C (9.46, -23.63, -10.57)
C (10.61, -23.12, -11.16)
C (11.19, -21.96, -10.58)
N (10.62, -21.32, -9.57)
C (9.41, -21.73, -9.12)
C (7.74, -21.85, -4.48)
C (7.26, -21.08, -3.42)
H (6.21, -19.92, -1.34)
H (4.60, -19.94, -1.94)
H (5.60, -18.61, -2.44)
H (4.18, -20.50, -4.43)
H (5.06, -21.49, -6.52)
H (8.60, -22.45, -6.76)
H (7.06, -24.03, -9.53)
H (8.99, -24.54, -10.92)
H (11.11, -23.55, -12.00)
H (12.14, -21.56, -10.96)
H (8.92, -21.11, -8.42)
H (8.73, -22.27, -4.39)
H (7.90, -20.93, -2.56)

[2]
Formula: C40H43MnN7OSi
Source: the OMol25 dataset
Level of theory: the ωB97M-V functional and the def2-TZVPD basis

The spin multiplicity is 6. The energy above the lowest of the compared OMol25 structures with the same formula, charge and spin comes out at 1.598 eV. The calculation puts the LUMO energy (alpha / beta) at -0.81 / -0.83 eV. As for the gap between HOMO and LUMO (alpha / beta): 0.235 / 0.265 hartree. The HOMO energy (alpha / beta) comes out at -0.264 / -0.295 Ha.

Geometry (Å):
Mn (0.74, -0.74, 0.87)
C (0.75, 2.47, 3.70)
C (1.39, 3.51, 3.03)
C (2.14, 3.23, 1.92)
C (2.26, 1.91, 1.45)
N (1.63, 0.90, 2.11)
C (0.92, 1.20, 3.20)
N (3.08, 1.72, 0.37)
C (3.20, 0.64, -0.31)
N (2.40, -0.47, -0.25)
C (2.99, -1.46, -0.95)
N (2.75, -2.75, -0.78)
C (2.25, -3.20, 0.39)
C (2.38, -4.58, 0.67)
C (2.25, -5.04, 1.95)
C (1.96, -4.14, 2.98)
C (1.72, -2.83, 2.63)
N (1.76, -2.37, 1.37)
C (4.11, -0.93, -1.72)
C (5.02, -1.49, -2.60)
C (6.08, -0.72, -3.04)
C (6.24, 0.60, -2.59)
C (5.34, 1.16, -1.70)
C (4.27, 0.39, -1.28)
H (0.15, 2.64, 4.58)
H (1.31, 4.53, 3.40)
H (2.66, 4.01, 1.36)
H (0.46, 0.35, 3.70)
H (2.66, -5.23, -0.15)
H (2.38, -6.09, 2.18)
H (1.92, -4.45, 4.01)
H (1.49, -2.09, 3.39)
H (4.90, -2.52, -2.93)
H (6.81, -1.13, -3.72)
H (7.10, 1.17, -2.93)
H (5.46, 2.17, -1.33)
C (-3.40, 1.34, 1.29)
C (-2.73, 2.37, 0.37)
C (-2.12, 3.45, 1.28)
C (-3.82, 2.99, -0.52)
Si (-1.31, 1.62, -0.69)
O (-0.43, 0.64, 0.23)
C (-1.81, 0.59, -2.22)
C (-2.95, 0.76, -3.01)
C (-3.20, -0.05, -4.11)
C (-2.29, -1.04, -4.47)
C (-1.13, -1.20, -3.73)
C (-0.90, -0.40, -2.62)
C (-0.26, 3.01, -1.46)
C (1.01, 2.63, -1.90)
C (1.88, 3.54, -2.47)
C (1.50, 4.87, -2.61)
C (0.23, 5.26, -2.21)
C (-0.64, 4.34, -1.65)
H (-4.09, 1.84, 1.97)
H (-2.65, 0.82, 1.89)
H (-3.97, 0.60, 0.72)
H (-2.91, 3.93, 1.88)
H (-1.61, 4.23, 0.72)
H (-1.41, 3.00, 1.97)
H (-4.51, 3.59, 0.07)
H (-4.41, 2.20, -1.00)
H (-3.41, 3.63, -1.30)
H (-3.66, 1.54, -2.77)
H (-4.10, 0.09, -4.69)
H (-2.49, -1.67, -5.33)
H (-0.40, -1.95, -4.02)
H (0.00, -0.54, -2.04)
H (1.30, 1.59, -1.81)
H (2.86, 3.21, -2.80)
H (2.18, 5.59, -3.05)
H (-0.08, 6.29, -2.33)
H (-1.62, 4.67, -1.35)
C (-1.13, -3.71, 1.01)
C (-2.47, -4.44, 1.31)
N (-3.46, -3.50, 1.83)
C (-3.72, -2.48, 0.82)
C (-2.39, -1.80, 0.40)
N (-1.28, -2.26, 1.25)
C (-1.64, -2.06, 2.67)
C (-2.93, -2.84, 3.02)
H (-0.82, -3.85, -0.02)
H (-0.35, -4.10, 1.66)
H (-2.33, -5.23, 2.05)
H (-2.89, -4.89, 0.41)
H (-4.42, -1.75, 1.24)
H (-4.20, -2.95, -0.03)
H (-2.46, -0.72, 0.49)
H (-2.14, -2.03, -0.63)
H (-1.77, -0.98, 2.83)
H (-0.81, -2.40, 3.28)
H (-3.70, -2.18, 3.41)
H (-2.73, -3.61, 3.78)

[3]
Formula: C40H43N4OS2Te2V
Source: the OMol25 dataset
Level of theory: the ωB97M-V functional and the def2-TZVPD basis

The spin multiplicity is 2. The calculation puts the LUMO energy (alpha / beta) at -10.14 / -9.74 eV. As for the gap between HOMO and LUMO (alpha / beta): 0.199 / 0.213 hartree. The total charge is +3. The HOMO energy (alpha / beta) comes out at -0.571 / -0.571 Ha.

Geometry (Å):
V (2.40, 0.70, -0.28)
C (6.54, 4.57, -1.41)
S (5.77, 3.30, -2.43)
C (4.68, 2.57, -1.33)
S (3.74, 1.24, -2.03)
N (4.53, 2.92, -0.09)
N (3.63, 2.13, 0.56)
C (3.37, 2.40, 1.79)
C (2.51, 1.47, 2.50)
C (2.16, 1.63, 3.83)
C (1.39, 0.64, 4.44)
C (1.00, -0.46, 3.69)
C (1.37, -0.53, 2.35)
N (2.13, 0.39, 1.77)
H (7.18, 5.12, -2.09)
H (7.14, 4.11, -0.62)
H (5.79, 5.23, -0.99)
H (3.82, 3.27, 2.27)
H (2.49, 2.50, 4.38)
H (1.12, 0.72, 5.48)
H (0.40, -1.25, 4.12)
H (1.05, -1.36, 1.72)
C (0.40, 3.11, -2.02)
C (-0.15, 2.07, -1.10)
O (0.81, 1.04, -0.82)
N (-1.30, 2.06, -0.61)
Te (-2.08, 0.50, 0.42)
C (-3.78, 1.45, 1.19)
C (-4.90, 0.63, 1.33)
C (-4.91, -0.84, 1.07)
C (-6.08, 1.23, 1.78)
C (-6.14, 2.59, 2.08)
C (-7.41, 3.22, 2.54)
C (-4.97, 3.34, 1.99)
C (-3.77, 2.80, 1.55)
C (-2.55, 3.68, 1.53)
C (-2.78, -0.48, -1.27)
C (-3.65, 0.13, -2.19)
C (-4.15, 1.53, -2.11)
C (-4.10, -0.65, -3.25)
C (-3.72, -1.98, -3.41)
C (-4.24, -2.80, -4.55)
C (-2.85, -2.54, -2.48)
C (-2.37, -1.82, -1.40)
C (-1.46, -2.49, -0.41)
H (1.47, 2.99, -2.19)
H (0.19, 4.10, -1.60)
H (-0.12, 3.04, -2.97)
H (-3.94, -1.33, 1.24)
H (-5.21, -1.07, 0.04)
H (-5.61, -1.33, 1.74)
H (-6.96, 0.61, 1.90)
H (-8.21, 2.49, 2.63)
H (-7.73, 3.99, 1.84)
H (-7.28, 3.70, 3.51)
H (-4.99, 4.38, 2.28)
H (-2.69, 4.51, 2.22)
H (-2.37, 4.09, 0.54)
H (-1.65, 3.14, 1.85)
H (-3.56, 2.18, -1.48)
H (-5.18, 1.55, -1.73)
H (-4.17, 1.97, -3.11)
H (-4.77, -0.20, -3.97)
H (-4.85, -2.20, -5.23)
H (-4.84, -3.62, -4.18)
H (-3.41, -3.23, -5.12)
H (-2.55, -3.58, -2.59)
H (-1.24, -3.51, -0.72)
H (-1.91, -2.55, 0.59)
H (-0.51, -1.96, -0.31)
Te (2.94, -1.72, -1.42)
C (2.25, -3.45, -0.43)
C (2.21, -3.64, 0.95)
C (1.83, -4.87, 1.46)
C (1.48, -5.90, 0.60)
C (1.53, -5.72, -0.77)
C (1.91, -4.49, -1.30)
C (4.94, -1.75, -0.76)
C (5.94, -1.87, -1.71)
C (7.27, -1.91, -1.29)
C (7.57, -1.83, 0.06)
C (6.56, -1.71, 1.00)
C (5.24, -1.67, 0.60)
H (2.53, -2.86, 1.63)
H (1.81, -5.02, 2.53)
H (1.19, -6.86, 1.01)
H (1.27, -6.53, -1.44)
H (1.94, -4.36, -2.37)
H (5.71, -1.93, -2.77)
H (8.05, -2.02, -2.02)
H (8.61, -1.88, 0.37)
H (6.81, -1.66, 2.06)
H (4.45, -1.60, 1.35)

[4]
Formula: C40H44Br51F9INO4
Source: the OMol25 dataset
Level of theory: the ωB97M-V functional and the def2-TZVPD basis

The spin multiplicity is 1. The calculation puts the LUMO energy at -2.08 eV. As for the gap between HOMO and LUMO: 0.253 hartree. The HOMO energy comes out at -0.330 Ha.

Geometry (Å):
N (-0.74, 0.38, -2.58)
C (0.26, 1.52, -2.58)
C (1.78, 1.07, -3.05)
C (2.42, -0.07, -2.03)
C (3.33, -1.21, -2.79)
C (3.44, -2.58, -1.84)
C (3.75, -2.05, -0.32)
C (2.76, -1.94, 0.80)
C (1.20, -2.42, 0.56)
C (1.07, -3.92, 1.28)
C (2.45, -4.80, 1.21)
I (1.92, -6.96, 1.33)
C (3.29, -1.34, 2.26)
O (2.84, -1.85, 3.41)
C (4.42, -0.12, 2.14)
C (4.45, 1.14, 3.20)
F (3.14, 1.07, 3.94)
F (4.41, 2.48, 2.50)
C (5.72, 1.15, 4.23)
F (6.89, 0.34, 3.79)
F (6.22, 2.58, 4.25)
C (5.37, 0.78, 5.78)
F (4.47, 1.80, 6.45)
F (6.67, 0.88, 6.54)
C (4.81, -0.73, 6.04)
F (5.30, -1.76, 5.09)
F (5.34, -1.14, 7.40)
F (3.31, -0.82, 6.18)
C (5.43, -0.24, 1.01)
C (6.59, 0.87, 0.68)
C (7.17, 0.75, -0.88)
C (8.19, 1.97, -1.29)
C (9.11, 1.42, -2.57)
O (10.02, 0.32, -2.19)
C (9.69, -0.93, -2.96)
O (9.77, -2.17, -2.42)
C (5.31, -1.58, 0.05)
O (6.33, -2.32, -0.38)
H (-0.37, -0.43, -3.14)
H (-0.85, 0.04, -1.58)
H (0.36, 2.04, -1.52)
H (-0.16, 2.37, -3.30)
H (2.48, 2.02, -2.95)
H (1.84, 0.70, -4.16)
H (2.98, 0.51, -1.17)
H (1.49, -0.63, -1.56)
H (2.98, -1.47, -3.88)
H (4.44, -0.78, -2.83)
H (4.45, -3.11, -2.21)
H (2.51, -3.27, -1.94)
H (0.94, -2.58, -0.58)
H (0.40, -1.74, 1.07)
H (0.23, -4.57, 0.76)
H (0.80, -3.79, 2.43)
H (3.02, -4.70, 0.17)
H (3.20, -4.60, 2.12)
H (6.26, 1.99, 0.80)
H (7.57, 0.76, 1.36)
H (7.83, -0.24, -0.88)
H (6.23, 0.64, -1.58)
H (7.51, 2.85, -1.71)
H (8.90, 2.33, -0.43)
H (8.46, 1.06, -3.47)
H (9.81, 2.33, -2.88)
H (9.38, -0.91, -4.11)
C (-3.80, 0.65, 0.36)
Br (-2.44, -0.74, 0.40)
Br (-4.84, 0.69, 2.00)
Br (-3.06, 2.39, -0.07)
H (-4.49, 0.39, -0.45)
C (-1.87, -2.12, -5.46)
Br (-3.70, -2.49, -4.91)
Br (-1.69, -0.36, -6.27)
Br (-0.61, -2.38, -4.00)
H (-1.62, -2.86, -6.23)
C (4.85, 6.02, 2.75)
Br (6.10, 5.30, 1.45)
Br (5.15, 7.92, 3.07)
Br (3.00, 5.65, 2.27)
H (5.04, 5.51, 3.70)
C (-7.47, -0.76, -4.98)
Br (-7.75, -2.53, -5.74)
Br (-7.10, -0.85, -3.07)
Br (-6.10, 0.24, -5.93)
H (-8.41, -0.21, -5.09)
C (-9.13, 1.75, 0.79)
Br (-8.46, 1.30, 2.56)
Br (-9.08, 3.67, 0.47)
Br (-8.21, 0.76, -0.61)
H (-10.18, 1.45, 0.76)
C (-5.11, 4.18, -7.10)
Br (-3.74, 2.80, -7.06)
Br (-6.15, 4.22, -5.46)
Br (-4.36, 5.92, -7.53)
H (-5.80, 3.92, -7.91)
C (3.78, -4.31, 9.27)
Br (4.44, -3.78, 11.03)
Br (3.38, -2.76, 8.16)
Br (5.00, -5.54, 8.39)
H (2.84, -4.84, 9.43)
C (-7.56, -2.80, 3.66)
Br (-7.87, -4.44, 4.67)
Br (-7.27, -1.28, 4.84)
Br (-6.13, -3.01, 2.37)
H (-8.48, -2.60, 3.10)
C (6.71, -5.81, -2.09)
Br (5.34, -5.27, -3.37)
Br (6.03, -5.81, -0.26)
Br (7.52, -7.51, -2.56)
H (7.50, -5.05, -2.13)
C (-8.45, -5.81, 1.13)
Br (-10.31, -5.36, 1.48)
Br (-8.16, -7.73, 1.08)
Br (-7.78, -4.93, -0.47)
H (-7.86, -5.42, 1.97)
C (-0.66, 6.02, -3.19)
Br (-2.02, 6.55, -4.47)
Br (-1.33, 6.01, -1.37)
Br (0.15, 4.31, -3.67)
H (0.14, 6.77, -3.24)
C (-13.80, 1.45, 0.53)
Br (-12.43, 0.07, 0.57)
Br (-14.84, 1.49, 2.17)
Br (-13.05, 3.20, 0.10)
H (-14.49, 1.19, -0.28)
C (-14.97, 5.31, -3.52)
Br (-15.89, 4.85, -1.87)
Br (-13.69, 6.76, -3.25)
Br (-14.14, 3.76, -4.35)
H (-15.72, 5.68, -4.22)
C (-3.80, 10.18, -8.57)
Br (-2.43, 8.80, -8.53)
Br (-4.84, 10.22, -6.93)
Br (-3.05, 11.93, -9.00)
H (-4.49, 9.92, -9.38)
C (2.64, -6.98, -6.26)
Br (2.84, -8.09, -4.68)
Br (1.31, -7.69, -7.49)
Br (2.28, -5.12, -5.80)
H (3.60, -7.00, -6.79)
C (2.45, 3.85, 8.64)
Br (2.48, 2.07, 7.85)
Br (3.06, 5.20, 7.38)
Br (0.72, 4.28, 9.39)
H (3.17, 3.84, 9.47)
C (-0.20, -4.02, 10.67)
Br (-1.57, -3.49, 9.39)
Br (-0.87, -4.02, 12.49)
Br (0.61, -5.73, 10.19)
H (0.59, -3.27, 10.62)